(1)
This record from OMol25 describes the ion C5H10NO2 with charge +1 at a distorted geometry. The level of theory is the ωB97M-V functional and the def2-TZVPD basis.

## Properties
* HOMO level: -14.82 eV

```
! wB97M-V def2-TZVPD RIJCOSX def2/J DEFGRID3
* xyz 1 1
C 0.02 -1.10 -0.46
C 0.17 0.87 1.05
C 1.50 -1.20 -0.22
C 1.47 1.12 0.18
C -2.00 0.30 -0.22
N -0.56 0.30 -0.17
O 2.17 0.06 -0.14
O -0.04 1.12 -1.10
H -0.49 -1.27 -1.46
H -0.61 -1.80 0.21
H 0.48 0.04 1.84
H -0.18 1.91 1.47
H 1.68 -1.59 0.77
H 1.96 -1.70 -1.12
H 1.98 2.01 0.15
H -2.48 -0.08 -1.25
H -2.49 -0.24 0.69
H -2.58 1.27 -0.22
*
```

These are the natural (NBO) partial charges, in e, on atoms 1 to 8: C -0.263; C -0.296; C -0.121; C 0.480; C -0.486; N 0.035; O -0.396; O -0.518


(2)
This record from OMol25 describes a structure of composition C4H5N3O at a distorted geometry. The level of theory is the ωB97M-V functional and the def2-TZVPD basis.

## Properties
* HOMO level: -8.60 eV

```
! wB97M-V def2-TZVPD RIJCOSX def2/J DEFGRID3
* xyz 0 1
C 0.32 -0.60 0.41
C 1.49 -0.12 1.01
C -0.25 0.50 -0.31
C -1.23 0.54 -1.35
H -1.42 -1.76 1.47
H 0.50 -2.24 1.48
H 2.24 -0.52 1.60
H -2.00 -0.26 -1.73
H -0.48 2.12 -1.63
N -0.28 -1.93 0.80
N 1.60 1.23 0.53
N 0.65 1.43 -0.19
O -1.13 1.61 -2.10
*
```

These are the natural (NBO) partial charges, in e, on atoms 1 to 8: C 0.129; C -0.198; C -0.134; C 0.359; H 0.361; H 0.373; H 0.209; H 0.228


The highest HOMO level belongs to which entry?
C4H5N3O


Look up the HOMO level of the second one.
-8.60 eV


What is the HOMO level in the first record?
-14.82 eV


Which of these has the highest HOMO level?
C4H5N3O